# 1
Entry from the OMol25 dataset: a molecular structure, C36H70FeLiN6O14V (ωB97M-V/def2-TZVPD).

Charge: +1
Highest occupied orbital energy (alpha / beta), eV: -9.03 / -9.98
2S+1: 8
LUMO energy (alpha / beta), eV: -4.02 / -4.10

```
129
C36H70FeLiN6O14V | the OMol25 dataset | ωB97M-V/def2-TZVPD
Li 1.47 4.17 2.82
Fe 4.31 0.81 0.58
V -2.00 -2.29 -1.50
C 0.94 -0.60 1.15
C -0.36 -1.02 0.57
C -1.27 0.14 0.00
O -2.10 -0.35 -0.83
C -0.92 1.52 0.33
C 0.25 1.80 1.02
C 1.22 0.68 1.41
O 2.45 0.90 1.78
O 0.37 3.02 1.39
O -0.62 -2.16 0.09
H 1.70 -1.36 1.32
H -1.60 2.30 0.00
C 1.55 -0.55 -2.31
C 1.10 -1.82 -2.39
C 1.92 -2.98 -1.84
O 1.51 -4.18 -1.95
C 3.09 -2.82 -1.18
C 3.57 -1.48 -0.91
C 2.78 -0.32 -1.58
O 3.27 0.80 -1.21
O 4.43 -1.17 -0.02
O -0.12 -1.91 -2.80
H 0.98 0.32 -2.61
H 3.72 -3.58 -0.74
C -2.35 -6.66 -2.65
C -2.60 -5.29 -1.94
C -2.19 -5.35 -0.43
O -2.43 -4.02 0.15
C -2.59 -4.06 1.55
N -1.89 -4.22 -2.59
H -2.64 -6.68 -3.70
H -2.81 -7.57 -2.25
H -1.27 -6.83 -2.64
H -3.68 -5.13 -1.94
H -1.10 -5.35 -0.39
H -2.75 -6.16 0.02
H -3.64 -4.22 1.82
H -2.28 -3.12 2.00
H -1.93 -4.82 1.98
H -2.06 -4.54 -3.53
H -0.95 -4.59 -2.64
C 5.60 -4.79 3.22
C 4.88 -4.00 2.11
C 3.42 -3.51 2.33
O 2.51 -4.63 2.61
C 1.14 -4.18 2.72
N 5.75 -2.88 1.81
H 5.87 -4.21 4.10
H 6.53 -5.30 2.95
H 4.85 -5.52 3.53
H 4.96 -4.67 1.25
H 3.07 -3.01 1.42
H 3.33 -2.73 3.09
H 1.05 -3.71 3.70
H 0.38 -4.96 2.77
H 0.89 -3.48 1.93
H 5.35 -2.31 1.08
H 6.59 -3.27 1.41
C 1.52 3.73 6.18
C 2.29 2.57 5.50
C 1.52 1.24 5.61
O 2.32 0.17 5.14
C 1.62 -0.97 5.09
N 2.48 2.94 4.12
H 2.01 4.67 6.42
H 1.26 3.42 7.19
H 0.52 3.87 5.77
H 3.29 2.38 5.90
H 0.60 1.32 5.03
H 1.10 1.09 6.61
H 0.78 -0.99 4.40
H 1.15 -1.30 6.02
H 2.29 -1.75 4.72
H 3.44 3.25 4.08
H 2.57 2.06 3.63
C -5.33 -1.20 -4.03
C -4.53 -1.31 -2.77
C -4.97 -2.35 -1.76
O -3.98 -2.22 -0.74
C -4.48 -1.58 0.44
N -3.12 -1.60 -3.25
H -5.36 -2.11 -4.63
H -5.00 -0.46 -4.76
H -6.39 -0.96 -3.87
H -4.49 -0.37 -2.23
H -4.93 -3.37 -2.14
H -5.99 -2.34 -1.38
H -4.80 -0.55 0.24
H -3.66 -1.51 1.16
H -5.30 -2.09 0.95
H -2.69 -0.74 -3.55
H -3.20 -2.03 -4.16
C 3.34 4.06 -2.85
C 2.17 4.10 -1.83
C 1.21 5.37 -1.90
O 2.00 6.60 -1.68
C 1.16 7.75 -1.69
N 1.36 2.94 -1.93
H 2.84 3.78 -3.77
H 4.04 3.28 -2.58
H 3.85 5.01 -3.02
H 2.55 4.16 -0.81
H 0.41 5.39 -1.17
H 0.97 5.46 -2.96
H 1.81 8.59 -1.46
H 0.51 7.73 -0.82
H 0.67 7.95 -2.65
H 0.82 2.83 -1.09
H 2.05 2.22 -1.77
C -3.57 4.98 -3.86
C -2.23 4.77 -3.17
C -2.33 4.28 -1.70
O -2.74 5.37 -0.90
C -2.79 5.07 0.50
N -1.45 3.83 -3.90
H -4.27 5.65 -3.36
H -4.02 4.02 -4.07
H -3.38 5.47 -4.81
H -1.62 5.67 -3.13
H -1.35 3.92 -1.38
H -2.96 3.40 -1.55
H -3.73 4.59 0.74
H -2.84 6.05 0.98
H -1.94 4.62 1.01
H -0.71 3.63 -3.24
H -0.97 4.45 -4.54
```

# 2
Entry from the OMol25 dataset: 5 unconnected molecules or ions with the total composition C36H71BBrCl2N6O9P2S (ωB97M-V/def2-TZVPD).

Charge: +1
Highest occupied orbital energy, eV: -12.19
LUMO energy, eV: -3.46

```
129
C36H71BBrCl2N6O9P2S | the OMol25 dataset | ωB97M-V/def2-TZVPD
C 1.60 -5.80 -2.14
C 2.06 -4.64 -3.21
O 1.13 -3.51 -3.33
P 1.70 -2.17 -2.31
O 3.05 -1.59 -2.88
C 0.29 -0.83 -2.13
C 0.31 0.20 -3.35
C -0.52 1.50 -3.55
N -1.22 2.39 -2.56
C -0.43 2.35 -1.28
C 1.12 2.36 -1.03
C 2.28 2.66 -2.08
C 3.67 1.85 -1.62
S 5.15 2.43 -2.62
O 5.29 1.69 -4.00
O 6.44 2.19 -1.76
Cl 5.14 4.48 -3.08
C -2.64 1.85 -2.29
Cl -3.33 2.07 -0.53
C -2.82 0.23 -2.32
O -4.24 -0.20 -2.02
C -4.51 -1.49 -2.70
C -3.85 2.43 -3.17
P -4.20 1.51 -4.85
O -5.70 0.93 -4.90
O -3.92 3.88 -3.37
C -2.77 4.60 -2.77
C -3.01 5.21 -1.28
C -1.41 3.81 -3.13
Br -1.60 3.94 -5.18
B -0.21 4.89 -2.94
O 0.91 4.84 -3.96
N -0.04 6.00 -1.94
C -0.44 7.28 -2.71
C 1.38 6.26 -1.52
O 1.90 -2.89 -0.70
C 2.58 -1.95 0.20
C 4.22 -1.98 0.10
H 0.49 -5.73 -1.78
H 2.29 -5.72 -1.17
H 1.84 -6.87 -2.60
H 2.21 -5.11 -4.28
H 3.12 -4.24 -2.85
H 0.41 -0.45 -1.04
H -0.69 -1.52 -2.12
H 1.49 0.40 -3.50
H 0.11 -0.51 -4.30
H -1.35 1.25 -4.38
H 0.24 2.21 -4.15
H -0.88 3.22 -0.60
H -0.79 1.33 -0.76
H 1.35 3.14 -0.15
H 1.48 1.35 -0.50
H 2.60 3.81 -2.00
H 2.15 2.44 -3.20
H 3.58 0.68 -1.72
H 3.86 2.19 -0.50
H -2.25 -0.17 -1.35
H -2.55 -0.33 -3.29
H -3.56 -2.21 -2.64
H -5.35 -2.03 -2.10
H -4.89 -1.32 -3.79
H -4.88 2.22 -2.59
H -3.23 0.51 -5.18
H -4.14 2.54 -5.88
H -2.72 5.60 -3.43
H -3.09 6.40 -1.27
H -4.08 4.84 -0.92
H -2.21 4.94 -0.47
H 0.84 5.63 -4.57
H -1.01 8.04 -2.02
H 0.53 7.84 -3.11
H -1.07 7.02 -3.69
H 2.13 6.51 -2.38
H 1.35 7.24 -0.83
H 1.73 5.39 -0.79
H 2.25 -0.83 0.08
H 2.26 -2.27 1.31
H 4.56 -2.97 -0.45
H 4.51 -1.09 -0.63
H 4.77 -1.80 1.13
C 3.05 -1.51 6.43
C 3.02 -2.80 5.62
C 3.82 -2.71 4.32
C 3.24 -1.61 3.44
N 2.76 -0.71 2.70
H 2.59 -0.67 5.88
H 2.49 -1.63 7.36
H 4.08 -1.23 6.68
H 1.98 -3.05 5.40
H 3.43 -3.61 6.23
H 3.78 -3.66 3.78
H 4.87 -2.48 4.53
C -3.83 -5.43 -6.18
C -4.60 -6.25 -5.14
C -5.03 -5.42 -3.93
C -3.80 -4.85 -3.24
N -2.78 -4.38 -2.66
H -2.89 -5.04 -5.77
H -3.57 -6.06 -7.04
H -4.43 -4.59 -6.54
H -3.97 -7.09 -4.82
H -5.49 -6.68 -5.62
H -5.58 -6.04 -3.23
H -5.68 -4.59 -4.24
C -0.81 -0.72 2.64
C -1.57 -1.53 3.68
C -2.00 -0.70 4.89
C -0.77 -0.13 5.58
N 0.24 0.33 6.16
H 0.13 -0.32 3.05
H -0.55 -1.34 1.78
H -1.41 0.12 2.28
H -0.95 -2.37 4.01
H -2.46 -1.96 3.20
H -2.56 -1.32 5.59
H -2.65 0.13 4.58
C 2.13 -0.32 12.50
C 1.59 0.26 11.19
C 1.08 -0.81 10.23
C 2.22 -1.75 9.86
N 3.17 -2.52 9.56
H 3.00 -0.96 12.32
H 2.45 0.49 13.16
H 1.36 -0.90 13.01
H 2.38 0.85 10.71
H 0.77 0.95 11.42
H 0.69 -0.35 9.32
H 0.28 -1.39 10.69
```

# 3
Entry from the OMol25 dataset: a molecular structure, C36H71Br2FIN8O5P2 (ωB97M-V/def2-TZVPD).

Charge: +1
Highest occupied orbital energy, eV: -9.26
LUMO energy, eV: -3.36

```
126
C36H71Br2FIN8O5P2 | the OMol25 dataset | ωB97M-V/def2-TZVPD
C 8.93 -6.40 -3.98
C 7.51 -5.56 -3.82
O 6.79 -5.74 -2.69
N 7.12 -4.64 -4.96
C 5.63 -4.71 -5.18
C 4.83 -3.64 -4.23
C 3.50 -3.14 -5.11
C 2.17 -4.12 -4.84
N 1.08 -3.23 -4.33
C 0.51 -2.25 -5.33
C 0.18 -2.82 -6.82
C 1.27 -2.23 -7.95
C 1.91 -3.51 -8.81
F 0.88 -4.30 -9.53
C -0.83 -1.43 -4.85
O -1.85 -2.43 -4.50
C -1.33 -3.02 -3.22
C -2.59 -3.78 -2.53
C -4.04 -3.36 -3.26
O -4.56 -2.10 -3.16
C -4.82 -4.56 -4.06
C -5.85 -5.50 -3.16
C -6.61 -6.73 -3.93
C -6.28 -6.93 -5.54
C -5.26 -5.99 -6.43
C -4.50 -4.76 -5.65
C 0.01 -3.95 -3.48
I -0.56 -5.80 -4.61
C 0.61 -4.53 -2.06
Br -0.14 -6.36 -1.56
C 0.37 -3.57 -0.75
C 1.36 -2.26 -0.84
Br 1.05 -4.64 0.85
H 8.82 -7.26 -4.80
H 9.78 -5.62 -4.26
H 9.17 -6.93 -2.95
H 7.55 -4.91 -5.87
H 5.16 -5.77 -4.98
H 5.46 -4.46 -6.34
H 4.52 -4.05 -3.17
H 5.52 -2.67 -4.13
H 3.75 -3.10 -6.27
H 3.31 -2.03 -4.77
H 2.55 -4.94 -4.10
H 1.98 -4.66 -5.86
H 1.56 -2.61 -3.60
H 1.35 -1.41 -5.47
H -0.88 -2.49 -7.25
H 0.22 -3.98 -6.94
H 2.19 -1.69 -7.46
H 0.77 -1.47 -8.70
H 2.53 -4.14 -8.02
H 2.74 -3.05 -9.54
H -0.65 -0.59 -4.06
H -1.24 -0.87 -5.82
H -1.11 -2.06 -2.54
H -2.54 -4.94 -2.47
H -2.72 -3.39 -1.41
H -6.00 -5.29 -1.99
H -7.32 -7.41 -3.29
H -6.82 -7.83 -6.07
H -5.00 -6.14 -7.56
H -3.71 -4.02 -6.16
H 1.79 -4.72 -2.09
H -0.74 -3.33 -0.50
H 1.74 -1.96 0.24
H 0.92 -1.35 -1.44
H 2.34 -2.63 -1.42
O 2.57 1.00 1.63
P 1.87 1.90 2.69
N 0.32 1.35 2.23
C -0.91 2.11 2.09
C -0.01 0.06 2.84
N 2.34 3.33 1.76
C 1.45 4.05 0.85
C 3.58 3.14 0.94
N 1.07 2.93 3.90
C 0.58 4.30 3.78
C 2.00 2.95 5.06
H -1.34 2.39 3.05
H -1.67 1.51 1.56
H -0.80 3.00 1.47
H -0.18 0.17 3.92
H 0.80 -0.66 2.69
H -0.91 -0.39 2.40
H 1.04 3.39 0.07
H 1.98 4.87 0.35
H 0.63 4.56 1.34
H 3.37 2.58 0.02
H 4.36 2.62 1.51
H 4.01 4.10 0.65
H 1.37 5.01 3.52
H 0.15 4.63 4.73
H -0.25 4.39 3.08
H 2.93 3.48 4.80
H 2.26 1.93 5.36
H 1.56 3.44 5.93
O -1.56 5.74 6.20
P -2.07 6.27 7.57
N -3.30 5.08 7.63
C -4.68 5.22 8.08
C -2.81 3.80 8.12
N -2.65 7.74 6.77
C -4.04 7.97 6.38
C -1.89 8.09 5.53
N -2.66 6.87 9.13
C -3.68 7.88 9.42
C -1.45 7.33 9.86
H -4.77 5.31 9.17
H -5.27 4.35 7.78
H -5.20 6.06 7.61
H -2.55 3.85 9.18
H -1.90 3.50 7.57
H -3.53 2.99 7.97
H -4.42 7.19 5.71
H -4.15 8.93 5.86
H -4.73 8.08 7.21
H -2.19 7.47 4.68
H -0.81 7.98 5.68
H -2.04 9.14 5.25
H -3.43 8.87 9.01
H -3.79 8.02 10.50
H -4.68 7.59 9.11
H -1.01 8.20 9.36
H -0.70 6.53 9.88
H -1.67 7.60 10.90
```

| no. | strongest force on any atom (eV Å⁻¹) | electronic energy (hartree) |
| --- | --- | --- |
| 1 | 7.66 | -5010.51968 |
| 2 | 10.08 | -7019.34248 |
| 3 | 10.17 | -8455.64527 |